# C22H31N3O2

An isolated molecule of C22H31N3O2 (ωB97M-V with the def2-TZVPD basis set, OMol25).

The geometry in XYZ format:
```
58
C22H31N3O2 ωB97M-V with the def2-TZVPD basis set
O 2.37 2.28 -0.39
O 0.55 2.00 -1.67
N -1.17 -0.51 1.26
N -5.33 -0.61 -0.50
N -4.55 -0.61 -1.58
C 2.50 -0.81 -0.99
C 3.69 2.22 -2.45
C -5.14 -1.08 1.89
C 4.39 -2.27 -1.09
C -2.06 -1.60 0.92
C 3.84 -1.28 2.51
C -5.07 -0.26 -2.87
C -1.79 0.51 2.08
C 2.63 -0.68 0.38
C 0.63 0.99 0.52
C 2.99 3.08 -1.40
C 4.53 -2.16 0.28
C -0.54 0.09 0.09
C -3.29 -0.97 -1.27
C 3.66 -1.37 1.03
C 3.37 -1.59 -1.73
C -3.25 -1.22 0.09
C 0.06 2.07 1.47
C 1.72 0.17 1.23
C 1.16 1.78 -0.66
C -4.57 -0.97 0.52
C -0.72 1.45 2.62
H 2.35 0.86 1.80
H -4.76 -0.29 2.53
H 2.95 1.64 -3.00
H 4.67 -1.91 2.83
H 2.22 3.70 -1.88
H -1.19 2.23 3.22
H 4.23 2.85 -3.14
H 0.88 2.69 1.85
H 3.25 -1.67 -2.80
H -5.01 -1.11 -3.55
H -1.25 0.69 -0.50
H -0.17 -0.72 -0.54
H -2.40 -2.05 1.86
H 4.05 -0.26 2.81
H -6.22 -1.00 1.83
H -2.29 0.01 2.91
H 5.08 -2.88 -1.66
H -1.47 -2.35 0.38
H -0.61 2.71 0.90
H -4.88 -2.04 2.34
H -2.52 -1.04 -2.02
H -6.11 0.02 -2.74
H 1.21 -0.48 1.94
H -2.54 1.09 1.52
H 1.72 -0.29 -1.52
H 4.38 1.53 -1.96
H -4.51 0.58 -3.29
H 5.32 -2.69 0.78
H 3.70 3.71 -0.87
H -0.04 0.89 3.27
H 2.94 -1.61 3.03
```

Its gap between HOMO and LUMO is 9.2 eV. Its relative energy (zero: lowest compared OMol25 entry of this formula, charge and spin) is 1.268 eV. As for the multiplicity: 1.


# C6H9NS

A structure of composition C6H9NS at a distorted geometry (ωB97M-V with the def2-TZVPD basis set, OMol25).

The geometry in XYZ format:
```
17
C6H9NS ωB97M-V with the def2-TZVPD basis set
S 3.02 0.24 -0.12
N -0.68 -0.77 0.75
C -0.25 -1.62 -0.44
C 1.43 -0.12 -0.04
C -0.87 0.29 -0.33
C -0.87 1.74 -0.01
C 0.68 -0.41 1.24
C 0.39 -0.36 -1.04
H -1.09 -1.99 -1.02
H 0.07 2.05 0.46
H 0.43 -2.41 -0.09
H 0.59 -0.22 -2.07
H -1.74 1.90 0.68
H 1.13 -1.18 1.87
H 0.58 0.51 1.90
H -1.02 2.34 -0.86
H -1.78 0.00 -0.90
```

Its gap between HOMO and LUMO is 8.4 eV. Its relative energy (zero: lowest compared OMol25 entry of this formula, charge and spin) is 2.021 eV. As for the multiplicity: 1.


# C4H6N2S

An isolated molecule of C4H6N2S at a distorted geometry (ωB97M-V with the def2-TZVPD basis set, OMol25).

The geometry in XYZ format:
```
13
C4H6N2S ωB97M-V with the def2-TZVPD basis set
S 2.43 -0.43 0.03
N 0.16 1.26 0.04
N -0.33 -0.89 -0.06
C -1.20 1.19 -0.01
C 0.64 -0.01 -0.05
C -2.89 -0.72 0.05
C -1.50 -0.12 -0.01
H -3.67 -0.01 0.06
H -1.82 2.11 -0.13
H -3.04 -1.38 0.92
H 0.74 2.08 0.10
H -3.01 -1.38 -0.89
H 2.84 0.84 -0.14
```

Its gap between HOMO and LUMO is 9.0 eV. Its relative energy (zero: lowest compared OMol25 entry of this formula, charge and spin) is 0.492 eV. As for the multiplicity: 1.


# C16H12F2N2

A cluster of 2 separate species, C16H12F2N2 in total at a distorted geometry (ωB97M-V with the def2-TZVPD basis set, OMol25).

The geometry in XYZ format:
```
32
C16H12F2N2 ωB97M-V with the def2-TZVPD basis set
F 5.13 1.09 -1.04
F -5.27 1.04 -1.13
N 0.04 -0.63 1.65
N -0.57 -0.46 3.82
C 2.35 -1.25 -0.89
C -3.97 0.59 -1.03
C -1.34 -0.34 -0.83
C 0.66 0.16 3.65
C 2.78 1.51 -1.14
C -0.92 -0.90 2.57
C -2.94 1.51 -0.97
C 1.48 1.03 -1.19
C -0.05 -0.89 -0.48
C -1.64 1.06 -0.79
C -3.76 -0.80 -1.13
C 3.66 -0.77 -0.95
C -2.45 -1.25 -1.04
C 3.84 0.63 -0.99
C 1.23 -0.36 -0.91
C 1.02 0.09 2.28
H 4.49 -1.45 -0.93
H 1.25 0.61 4.45
H -4.57 -1.49 -1.22
H -0.05 -1.87 -0.15
H 2.98 2.59 -1.20
H -3.16 2.58 -0.99
H -2.21 -2.31 -1.02
H 0.67 1.72 -1.35
H -1.84 -1.40 2.34
H -0.87 1.78 -0.50
H 1.88 0.50 1.82
H 2.14 -2.31 -0.74
```

Its gap between HOMO and LUMO is 6.2 eV. As for the multiplicity: 1.


# C19H19AsN3RhS2

A structure of composition C19H19AsN3RhS2 at a distorted geometry (ωB97M-V with the def2-TZVPD basis set, OMol25).

The geometry in XYZ format:
```
45
C19H19AsN3RhS2 ωB97M-V with the def2-TZVPD basis set
Rh 1.20 1.51 0.31
As -0.22 -0.36 0.25
S 1.01 3.87 0.16
S 2.85 0.02 0.14
N 1.50 5.54 2.13
N 1.68 3.33 2.68
N 1.64 1.97 2.32
C 2.26 -1.62 0.30
C -0.58 2.04 -3.14
C 1.32 -4.22 0.64
C 0.42 -3.18 0.59
C 2.69 -3.97 0.50
C -4.02 -1.63 -0.71
C 0.13 1.35 -4.11
C 0.89 -1.88 0.39
C -3.95 -1.48 1.70
C 1.43 4.28 1.77
C -0.65 1.52 -1.85
C -2.03 -0.92 0.40
C 0.00 0.32 -1.54
C -4.64 -1.77 0.52
C -2.64 -1.05 1.64
C 0.77 0.14 -3.81
C -2.71 -1.19 -0.79
C 0.72 -0.37 -2.54
C 3.16 -2.68 0.33
H 0.92 1.51 2.87
H 1.90 3.56 3.64
H 3.39 -4.79 0.54
H 0.17 1.75 -5.11
H -4.44 -1.60 2.66
H -1.25 2.03 -1.10
H -2.23 -1.08 -1.75
H 1.31 -0.39 -4.58
H 1.78 5.85 3.05
H -1.08 2.97 -3.38
H 2.55 1.55 2.52
H -4.56 -1.86 -1.62
H 1.31 6.26 1.44
H -2.11 -0.83 2.56
H 1.22 -1.31 -2.31
H 0.97 -5.23 0.77
H 4.22 -2.49 0.25
H -5.67 -2.10 0.57
H -0.64 -3.37 0.68
```

Its gap between HOMO and LUMO is 5.7 eV. Its relative energy (zero: lowest compared OMol25 entry of this formula, charge and spin) is 0.577 eV. As for the charge: +2. As for the multiplicity: 1.


What is the gap between HOMO and LUMO in the third record?
9.0 eV


What did the first record say?
# C22H31N3O2

An isolated molecule of C22H31N3O2 (ωB97M-V with the def2-TZVPD basis set, OMol25).

The geometry in XYZ format:
```
58
C22H31N3O2 ωB97M-V with the def2-TZVPD basis set
O 2.37 2.28 -0.39
O 0.55 2.00 -1.67
N -1.17 -0.51 1.26
N -5.33 -0.61 -0.50
N -4.55 -0.61 -1.58
C 2.50 -0.81 -0.99
C 3.69 2.22 -2.45
C -5.14 -1.08 1.89
C 4.39 -2.27 -1.09
C -2.06 -1.60 0.92
C 3.84 -1.28 2.51
C -5.07 -0.26 -2.87
C -1.79 0.51 2.08
C 2.63 -0.68 0.38
C 0.63 0.99 0.52
C 2.99 3.08 -1.40
C 4.53 -2.16 0.28
C -0.54 0.09 0.09
C -3.29 -0.97 -1.27
C 3.66 -1.37 1.03
C 3.37 -1.59 -1.73
C -3.25 -1.22 0.09
C 0.06 2.07 1.47
C 1.72 0.17 1.23
C 1.16 1.78 -0.66
C -4.57 -0.97 0.52
C -0.72 1.45 2.62
H 2.35 0.86 1.80
H -4.76 -0.29 2.53
H 2.95 1.64 -3.00
H 4.67 -1.91 2.83
H 2.22 3.70 -1.88
H -1.19 2.23 3.22
H 4.23 2.85 -3.14
H 0.88 2.69 1.85
H 3.25 -1.67 -2.80
H -5.01 -1.11 -3.55
H -1.25 0.69 -0.50
H -0.17 -0.72 -0.54
H -2.40 -2.05 1.86
H 4.05 -0.26 2.81
H -6.22 -1.00 1.83
H -2.29 0.01 2.91
H 5.08 -2.88 -1.66
H -1.47 -2.35 0.38
H -0.61 2.71 0.90
H -4.88 -2.04 2.34
H -2.52 -1.04 -2.02
H -6.11 0.02 -2.74
H 1.21 -0.48 1.94
H -2.54 1.09 1.52
H 1.72 -0.29 -1.52
H 4.38 1.53 -1.96
H -4.51 0.58 -3.29
H 5.32 -2.69 0.78
H 3.70 3.71 -0.87
H -0.04 0.89 3.27
H 2.94 -1.61 3.03
```

Its gap between HOMO and LUMO is 9.2 eV. Its relative energy (zero: lowest compared OMol25 entry of this formula, charge and spin) is 1.268 eV. As for the multiplicity: 1.


Which value of gap between HOMO and LUMO does entry 1 give?
9.2 eV